1.
Here is 2 unconnected molecules or ions with the total composition CH4F2NP at a distorted geometry from the Open Molecules 2025 dataset. Energies are from ωB97M-V/def2-TZVPD.

Last column: Löwdin charge in e.
Geometry (Å):
C 1.719 -0.421 0.356  -0.2882
N 0.711 0.145 -0.376  -0.0248
F -3.065 1.259 0.206  -0.3771
F -2.797 -0.002 -1.745  -0.3755
P -2.864 -0.284 -0.171  0.8529
H 1.300 -0.955 1.185  0.0614
H 2.294 -1.244 -0.140  0.0905
H 2.220 0.436 0.810  0.0753
H 0.481 1.067 -0.124  -0.0145

Energy relative to the best compared isomer or geometry (same formula, charge and spin) in eV: 5.871
Gap between HOMO and LUMO (spin up / spin down) in eV: 4.85 / 3.27
Largest force on an atom in eV/A: 3.456
HOMO (spin up / spin down) in eV: -7.04 / -6.34



2.
Here is C4H9NO2 in the gas phase from the Open Molecules 2025 dataset. Energies are from ωB97M-V/def2-TZVPD.

Last column: Löwdin charge in e.
Geometry (Å):
C 1.827 -1.067 -0.467  -0.0483
C 0.438 -0.479 -0.604  -0.4406
O -0.427 -1.438 -0.029  -0.0340
C 0.302 0.902 0.069  -0.1428
N -1.104 1.268 0.154  0.0157
C -1.952 0.610 1.013  -0.3899
O -1.673 0.189 2.110  0.0459
H 2.578 -0.474 -0.998  0.0832
H 1.814 -2.083 -0.870  0.0843
H 2.096 -1.130 0.592  0.0894
H 0.187 -0.352 -1.672  0.1415
H -1.337 -1.220 -0.264  0.0797
H 0.737 0.902 1.072  0.1293
H 0.823 1.661 -0.527  0.1269
H -1.528 1.552 -0.718  0.1260
H -2.957 0.475 0.564  0.1335

Energy relative to the best compared isomer or geometry (same formula, charge and spin) in eV: 1.194
Gap between HOMO and LUMO in eV: 10.27
Largest force on an atom in eV/A: 0.392
HOMO in eV: -9.63
SMILES string: C[C@@H](O)CNC=O



3.
Here is 12 unconnected molecules or ions with the total composition C44H86F4O23 at a distorted geometry from the Open Molecules 2025 dataset. Energies are from ωB97M-V/def2-TZVPD.

Last column: Löwdin spin population.
Geometry (Å):
C 18.831 30.030 11.632  0.0001
C 18.312 30.694 10.365  0.0001
O 18.558 29.784 9.299  0.0000
C 18.960 28.611 9.857  0.0000
O 19.098 27.662 9.155  0.0000
O 19.104 28.710 11.210  0.0001
F 19.194 31.698 10.202  0.0000
H 18.053 30.119 12.390  0.0000
H 19.726 30.548 11.978  0.0001
H 17.275 31.026 10.392  0.0000
C 26.108 28.484 17.014  0.0746
C 24.679 28.808 17.475  0.1143
O 24.068 27.641 17.058  0.0388
C 24.835 26.996 16.161  0.0058
O 24.517 25.967 15.630  0.0056
O 26.059 27.430 16.065  0.0127
F 24.234 29.864 16.759  0.0533
H 26.689 28.263 17.909  0.0450
H 26.417 29.391 16.493  0.0085
H 24.652 29.089 18.528  0.0998
C 20.760 22.891 15.870  0.0011
C 21.158 23.127 14.435  0.0001
O 20.612 21.983 13.793  0.0001
C 19.581 21.498 14.549  0.0001
O 18.788 20.623 14.241  0.0000
O 19.519 22.259 15.714  0.0006
F 22.423 23.073 14.396  0.0003
H 20.644 23.877 16.321  0.0007
H 21.432 22.321 16.512  0.0008
H 20.802 24.097 14.089  0.0001
C 21.066 29.116 14.737  0.0032
C 21.368 27.588 14.768  0.0011
O 21.918 27.377 13.488  0.0010
C 22.349 28.531 12.987  0.0008
O 22.851 28.762 11.946  0.0003
O 21.959 29.507 13.755  0.0016
F 20.232 26.831 14.911  0.0004
H 21.146 29.732 15.633  0.0041
H 20.031 29.199 14.405  0.0001
H 22.021 27.287 15.587  0.0007
C 21.563 35.735 15.105  0.0025
C 22.595 34.719 15.607  0.0208
O 22.793 33.910 14.366  0.0051
C 23.895 33.131 14.456  0.0096
C 23.929 32.078 13.308  0.0019
H 21.893 36.374 14.286  0.0001
H 20.676 35.107 15.020  0.0004
H 21.314 36.420 15.915  0.0014
H 23.449 35.265 16.007  0.0037
H 22.220 34.062 16.392  0.0182
H 24.747 33.802 14.342  0.0018
H 23.995 32.504 15.342  0.0062
H 24.702 31.316 13.405  0.0009
H 24.106 32.567 12.350  0.0001
H 23.045 31.494 13.563  0.0004
C 20.284 30.796 5.621  0.0000
C 21.330 31.120 6.713  0.0000
O 22.129 29.963 6.799  0.0000
C 23.306 30.070 7.533  0.0000
C 22.815 29.948 8.959  0.0000
H 20.153 31.679 4.994  0.0000
H 20.734 30.194 4.831  0.0000
H 19.359 30.305 5.922  0.0000
H 21.955 31.828 6.170  0.0000
H 21.051 31.658 7.620  0.0000
H 24.067 29.369 7.192  0.0000
H 23.660 31.099 7.468  0.0000
H 22.464 30.811 9.525  0.0000
H 23.655 29.624 9.574  0.0000
H 22.182 29.063 9.010  0.0000
C 19.516 32.494 14.546  0.0029
C 18.601 33.015 13.471  0.0006
O 18.854 34.382 13.097  0.0004
C 19.973 34.468 12.247  0.0000
C 20.027 35.987 11.806  0.0000
H 20.486 32.194 14.148  0.0005
H 19.718 33.210 15.342  0.0031
H 19.185 31.569 15.018  0.0008
H 18.400 32.327 12.650  0.0001
H 17.630 33.134 13.952  0.0002
H 20.856 34.214 12.833  0.0000
H 20.034 33.740 11.438  0.0000
H 21.040 36.310 11.564  0.0000
H 19.607 36.676 12.539  0.0000
H 19.476 36.209 10.892  0.0000
C 18.933 24.536 10.763  0.0000
C 20.261 24.858 11.350  0.0000
O 21.047 23.622 11.454  0.0000
C 21.796 23.193 10.328  0.0000
C 22.768 22.126 10.867  0.0000
H 18.301 25.423 10.813  0.0000
H 18.925 24.085 9.771  0.0000
H 18.419 23.786 11.364  0.0000
H 20.812 25.553 10.716  0.0000
H 20.208 25.371 12.310  0.0000
H 21.082 22.713 9.659  0.0000
H 22.314 24.041 9.881  0.0000
H 23.499 21.766 10.142  0.0000
H 22.162 21.257 11.121  0.0000
H 23.465 22.484 11.625  0.0000
C 24.839 25.395 11.129  0.0001
C 24.833 26.394 9.966  0.0000
O 26.210 26.680 9.565  0.0000
C 26.287 27.762 8.655  0.0000
C 27.737 27.853 8.163  0.0000
H 25.074 24.422 10.697  0.0000
H 25.788 25.616 11.618  0.0000
H 23.970 25.396 11.787  0.0001
H 24.154 26.116 9.161  0.0000
H 24.370 27.235 10.483  0.0000
H 25.562 27.519 7.879  0.0000
H 26.091 28.707 9.163  0.0000
H 27.866 26.984 7.517  0.0000
H 28.361 27.945 9.052  0.0000
H 27.937 28.663 7.462  0.0000
O 29.079 25.961 14.348  0.0013
C 29.164 27.135 14.389  0.0013
O 28.443 28.030 13.718  0.0020
C 27.336 27.669 12.904  0.0007
C 26.212 28.674 13.007  0.0019
C 30.356 27.805 15.047  0.0039
H 27.018 26.655 13.147  0.0002
H 27.806 27.568 11.925  0.0000
H 25.418 28.352 12.334  0.0001
H 26.515 29.583 12.488  0.0003
H 25.854 28.819 14.027  0.0014
H 30.252 28.864 14.810  0.0010
H 31.113 27.204 14.542  0.0002
H 30.336 27.543 16.105  0.0025
O 15.686 29.177 16.120  0.0005
C 16.835 28.949 16.044  0.0009
O 17.843 29.137 17.017  0.0019
C 17.471 29.694 18.250  0.0091
C 17.299 31.276 18.030  0.0138
C 17.460 28.635 14.631  0.0005
H 18.263 29.625 18.996  0.0052
H 16.548 29.302 18.676  0.0008
H 16.464 31.426 17.345  0.0005
H 18.196 31.694 17.571  0.0057
H 17.208 31.690 19.034  0.0062
H 17.834 27.611 14.616  0.0002
H 18.266 29.301 14.324  0.0001
H 16.688 28.719 13.866  0.0001
O 20.875 28.572 17.642  0.0119
C 21.165 28.520 18.887  0.0260
O 21.109 27.478 19.664  0.0626
C 20.946 26.129 19.260  0.0182
C 19.580 25.830 18.795  0.0070
C 21.376 29.913 19.537  0.1445
H 21.400 25.478 20.006  0.0077
H 21.555 26.131 18.355  0.0030
H 19.020 25.488 19.665  0.0022
H 19.463 25.172 17.933  0.0007
H 19.046 26.754 18.572  0.0009
H 22.182 30.349 18.947  0.0323
H 21.731 30.035 20.560  0.0429
H 20.498 30.541 19.385  0.0193

Charge: -1
2S+1: 2
Gap between HOMO and LUMO (spin up / spin down) in eV: 1.83 / 9.62
Largest force on an atom in eV/A: 4.820
HOMO (spin up / spin down) in eV: -0.01 / -7.81